(1)
Density functional theory data (wB97M-V/def2-TZVPD) for a cluster of 2 separate species, C5H12N2O in total in a non-equilibrium geometry.

Last columns: bonded neighbours and bond lengths (Å).
Element x y z (Å)
1 C 1.171 -1.367 0.504  C2 1.517, N7 1.466, H8 1.092, H9 1.095
2 C 0.826 -1.211 -0.965  C1 1.517, C3 1.516, H10 1.098, H11 1.087
3 C 0.270 0.174 -1.232  C2 1.516, C4 1.325, N6 1.413
4 C 1.030 1.245 -1.408  C3 1.325, H12 1.080, H13 1.089
5 C -1.787 1.227 -0.733  N6 1.260, H14 1.092, H15 1.082
6 N -1.134 0.207 -1.081  C3 1.413, C5 1.260
7 N 2.394 -0.647 0.872  C1 1.466, H16 1.013, H17 1.007
8 H 1.247 -2.423 0.774  C1 1.092
9 H 0.330 -0.972 1.082  C1 1.095
10 H 1.662 -1.381 -1.657  C2 1.098
11 H 0.101 -1.947 -1.304  C2 1.087
12 H 2.069 1.195 -1.697  C4 1.080
13 H 0.562 2.227 -1.468  C4 1.089
14 H -1.351 2.212 -0.554  C5 1.092
15 H -2.862 1.131 -0.658  C5 1.082
16 H 3.004 -0.541 0.070  N7 1.013
17 H 2.907 -1.181 1.554  N7 1.007
18 H -2.488 0.278 1.934  O20 0.972
19 H -1.861 0.332 3.237  O20 0.971
20 O -2.754 0.395 2.862  H18 0.972, H19 0.971

Computed properties:
- LUMO (eV) = 0.402
- calculated total energy (Ha) = -382.3967
- relative energy (zero: lowest compared OMol25 entry of this formula, charge and spin) (kcal/mol) = 66.4
- spin multiplicity = 1
- F_max (eV/A) = 1.30
- HOMO level (eV) = -9.19
- SMILES string = C=NC(=C)CCN.O

(2)
Density functional theory data (wB97M-V/def2-TZVPD) for a cluster of 8 separate species, C17H52FN2O11PS2 in total in a non-equilibrium geometry.

Last columns: bonded neighbours and bond lengths (Å).
Element x y z (Å)
1 N 1.955 -0.721 1.930  P2 1.621, H14 1.036
2 P 0.651 -0.221 1.107  N1 1.621, O3 1.702, O4 1.714, N5 1.778
3 O -0.271 -1.617 0.791  P2 1.702, H15 0.990
4 O 1.143 0.406 -0.411  P2 1.714, H16 0.996
5 N -0.180 0.980 2.121  P2 1.778, C6 1.504, S10 1.726
6 C 0.152 2.389 1.717  N5 1.504, C7 1.607, H17 1.152, H18 1.149
7 C 1.618 2.862 2.175  C6 1.607, C8 1.596, H19 1.153, H20 1.136
8 C 1.957 2.597 3.711  C7 1.596, S9 1.876, H21 1.138, H22 1.142
9 S 3.773 2.982 3.982  C8 1.876, H23 1.386
10 S -1.897 0.803 2.139  N5 1.726, O11 1.535, O12 1.534, F13 1.676
11 O -2.446 1.750 3.215  S10 1.535
12 O -2.532 1.282 0.827  S10 1.534
13 F -2.425 -0.722 2.592  S10 1.676
14 H 2.803 -0.513 1.373  N1 1.036
15 H -0.172 -2.169 1.607  O3 0.990
16 H 0.333 0.483 -0.985  O4 0.996
17 H 0.099 2.567 0.580  C6 1.152
18 H -0.585 3.150 2.163  C6 1.149
19 H 1.628 4.006 2.033  C7 1.153
20 H 2.382 2.450 1.441  C7 1.136
21 H 1.803 1.487 3.912  C8 1.138
22 H 1.379 3.279 4.422  C8 1.142
23 H 4.337 1.943 4.705  S9 1.386
24 C 1.272 4.441 -2.906  C25 1.516, H27 1.093, H28 1.093, H29 1.094
25 C 1.113 4.571 -1.404  C24 1.516, O26 1.423, H30 1.093, H31 1.095
26 O 1.776 3.501 -0.742  C25 1.423, H32 0.970
27 H 0.863 3.489 -3.254  C24 1.093
28 H 0.761 5.255 -3.425  C24 1.093
29 H 2.330 4.455 -3.185  C24 1.094
30 H 0.056 4.535 -1.128  C25 1.093
31 H 1.531 5.519 -1.048  C25 1.095
32 H 2.715 3.543 -0.983  O26 0.970
33 C 4.055 -4.409 0.864  C34 1.516, H36 1.093, H37 1.093, H38 1.094
34 C 4.955 -3.958 1.997  C33 1.516, O35 1.422, H39 1.092, H40 1.095
35 O 4.814 -2.560 2.212  C34 1.422, H41 0.968
36 H 4.300 -3.872 -0.057  C33 1.093
37 H 4.160 -5.482 0.684  C33 1.093
38 H 3.008 -4.191 1.091  C33 1.094
39 H 6.002 -4.157 1.757  C34 1.092
40 H 4.708 -4.484 2.925  C34 1.095
41 H 3.887 -2.391 2.434  O35 0.968
42 C -3.775 2.729 -2.608  C43 1.515, H45 1.093, H46 1.093, H47 1.094
43 C -4.281 1.332 -2.904  C42 1.515, O44 1.421, H48 1.092, H49 1.095
44 O -3.242 0.384 -2.700  C43 1.421, H50 0.968
45 H -2.927 2.975 -3.253  C42 1.093
46 H -4.562 3.472 -2.764  C42 1.093
47 H -3.423 2.802 -1.575  C42 1.094
48 H -4.611 1.255 -3.942  C43 1.092
49 H -5.124 1.076 -2.254  C43 1.095
50 H -2.962 0.451 -1.776  O44 0.968
51 C -2.805 -2.775 -1.971  C52 1.516, H54 1.093, H55 1.092, H56 1.095
52 C -3.306 -4.176 -2.259  C51 1.516, O53 1.424, H57 1.092, H58 1.095
53 O -2.265 -5.126 -2.056  C52 1.424, H59 0.966
54 H -1.958 -2.530 -2.618  C51 1.093
55 H -3.594 -2.038 -2.129  C51 1.092
56 H -2.452 -2.693 -0.938  C51 1.095
57 H -3.637 -4.258 -3.296  C52 1.092
58 H -4.146 -4.431 -1.606  C52 1.095
59 H -1.981 -5.056 -1.134  O53 0.966
60 C -1.615 -6.656 -4.873  C61 1.515, H63 1.093, H64 1.092, H65 1.095
61 C -1.417 -5.492 -5.823  C60 1.515, O62 1.423, H66 1.092, H67 1.095
62 O -0.715 -5.914 -6.987  C61 1.423, H68 0.966
63 H -0.651 -7.082 -4.582  C60 1.093
64 H -2.147 -6.339 -3.974  C60 1.092
65 H -2.185 -7.456 -5.356  C60 1.095
66 H -0.829 -4.705 -5.345  C61 1.092
67 H -2.379 -5.068 -6.127  C61 1.095
68 H -1.243 -6.604 -7.411  O62 0.966
69 C -4.704 1.034 5.858  C70 1.515, H72 1.093, H73 1.093, H74 1.095
70 C -5.133 -0.333 5.365  C69 1.515, O71 1.422, H75 1.092, H76 1.095
71 O -5.858 -0.213 4.147  C70 1.422, H77 0.967
72 H -5.575 1.676 6.014  C69 1.093
73 H -4.150 0.954 6.797  C69 1.093
74 H -4.069 1.528 5.115  C69 1.095
75 H -5.783 -0.818 6.097  C70 1.092
76 H -4.264 -0.977 5.196  C70 1.095
77 H -5.274 0.208 3.501  O71 0.967
78 C 5.986 4.647 0.640  C79 1.515, H81 1.093, H82 1.092, H83 1.094
79 C 5.544 3.281 0.155  C78 1.515, O80 1.426, H84 1.092, H85 1.094
80 O 4.763 3.409 -1.032  C79 1.426, H86 0.967
81 H 5.119 5.282 0.840  C78 1.093
82 H 6.579 4.563 1.554  C78 1.092
83 H 6.585 5.154 -0.123  C78 1.094
84 H 4.929 2.788 0.910  C79 1.092
85 H 6.407 2.643 -0.058  C79 1.094
86 H 5.315 3.838 -1.700  O80 0.967

Computed properties:
- LUMO (eV) = -1.458
- calculated total energy (Ha) = -2853.5127
- spin multiplicity = 1
- F_max (eV/A) = 8.86
- HOMO level (eV) = -9.24
- SMILES string = N=P(O)(O)N(CCCS)S(=O)(=O)F.CCO.CCO.CCO.CCO.CCO.CCO.CCO

Question: What is the HOMO level in the first record?
Answer: -9.19 eV